No. 1
Computed, not measured: a cluster of 2 separate species, C3H5NO in total, with the ωB97M-V functional and the def2-TZVPD basis.

The geometry in ORCA input format:
```
! RIJCOSX wB97M-V def2-TZVPD def2/J DEFGRID3
* xyz 0 1
C 0.10055 0.07137 -1.68868
C -0.42099 0.21027 -0.60108
C -1.35962 0.60346 0.60602
H 0.58472 0.11134 -2.63702
H -2.41419 0.82065 0.29912
H -1.47196 -0.21438 1.33162
H -1.12511 1.58130 1.02333
N 2.07040 -0.72026 0.23936
O 1.96523 -1.94172 0.10373
H 2.07098 -0.52203 1.32361
*
```

Calculated values
LUMO level (spin up / spin down) = -0.16 / -0.16 eV
Orbital gap (spin up / spin down) = 9.1 / 9.1 eV
M = 71.08 u

For reference, the Löwdin charges in units of e are: 0.056 -0.172 -0.100 0.028 0.073 0.060 0.057 0.005 -0.093 0.086

=====

No. 2
Computed, not measured: an isolated molecule of C3H5NO, with the ωB97M-V functional and the def2-TZVPD basis.

The geometry in ORCA input format:
```
! RIJCOSX wB97M-V def2-TZVPD def2/J DEFGRID3
* xyz 0 1
O -0.12043 1.08126 -1.62652
C 0.49875 0.93265 -0.61170
N 0.07223 0.01577 0.30339
C 0.24053 -0.76740 1.39085
C -0.69535 -1.15060 0.37155
H 1.35324 1.53223 -0.20198
H 1.12363 -1.28550 1.69880
H -0.25313 -0.25079 2.23172
H -1.68171 -0.86706 0.56358
H -0.34778 -1.97734 -0.30780
*
```

Calculated values
LUMO level = 0.91 eV
Orbital gap = 10.4 eV
M = 71.08 u

For reference, the Löwdin charges in units of e are: 0.036 -0.321 -0.094 -0.160 -0.085 0.142 0.110 0.123 0.103 0.147

=====

No. 3
Computed, not measured: a cluster of 2 separate species, C3H5NO in total, with the ωB97M-V functional and the def2-TZVPD basis.

The geometry in ORCA input format:
```
! RIJCOSX wB97M-V def2-TZVPD def2/J DEFGRID3
* xyz 0 1
C -1.01472 0.15459 0.37346
C -0.75696 -0.20189 -0.88593
C -0.17670 -1.47837 -1.20545
N 0.30811 -2.49956 -1.45898
H -0.81209 -0.51008 1.20728
H -1.42565 1.13046 0.60878
H -0.95587 0.46198 -1.72265
O 1.44976 1.31645 1.25632
H 1.87804 0.53729 1.63102
H 1.36655 1.10589 0.31764
*
```

Calculated values
LUMO level = 0.35 eV
Orbital gap = 10.9 eV
M = 71.08 u

For reference, the Löwdin charges in units of e are: 0.017 -0.183 -0.242 0.141 0.082 0.077 0.104 -0.063 0.045 0.023

=====

No. 4
Computed, not measured: an isolated molecule of C3H5NO2, with the ωB97M-V functional and the def2-TZVPD basis.

The geometry in ORCA input format:
```
! RIJCOSX wB97M-V def2-TZVPD def2/J DEFGRID3
* xyz 0 1
H 1.73144 0.89920 -0.23749
N 0.74906 0.76107 -0.10883
C 0.36342 -0.43671 0.00382
C 1.30166 -1.63718 -0.05135
O 2.48710 -1.48183 -0.20685
O -0.93474 -0.58320 0.17669
C -1.50633 1.08605 0.11154
H 0.84708 -2.63716 0.05825
H -2.36841 0.77045 0.65949
H -1.03989 2.00639 0.55942
H -1.63039 1.25292 -0.96469
*
```

Calculated values
LUMO level = -0.03 eV
Orbital gap = 10.2 eV
M = 87.08 u

For reference, the Löwdin charges in units of e are: 0.067 0.133 -0.488 -0.152 0.076 -0.050 0.079 0.126 0.051 0.081 0.076

=====

No. 5
Computed, not measured: an isolated molecule of C3H5NO2, with the ωB97M-V functional and the def2-TZVPD basis.

The geometry in ORCA input format:
```
! RIJCOSX wB97M-V def2-TZVPD def2/J DEFGRID3
* xyz 0 1
O -1.32702 -1.37375 0.04766
C -0.12194 -0.87194 0.12043
C 0.49169 -0.23680 -1.03866
N 0.53931 1.04100 -0.34882
C -0.70209 1.19371 0.94356
O -0.42594 2.11802 1.62578
H -1.74461 -1.36521 0.92660
H 0.46816 -1.03637 1.01862
H 1.48192 -0.64262 -1.26514
H -0.13949 -0.26255 -1.93132
H 1.48526 1.29859 -0.06000
*
```

Calculated values
LUMO level = -0.17 eV
Orbital gap = 7.4 eV
M = 87.08 u

For reference, the Löwdin charges in units of e are: 0.085 -0.179 -0.243 -0.039 -0.198 -0.040 0.137 0.145 0.129 0.124 0.079

=====

No. 6
Computed, not measured: a structure of composition C3H5NO2, with the ωB97M-V functional and the def2-TZVPD basis.

The geometry in ORCA input format:
```
! RIJCOSX wB97M-V def2-TZVPD def2/J DEFGRID3
* xyz 0 1
C 1.04481 -0.80431 -1.28366
C -0.61323 -0.24590 -0.62045
O -0.14107 -1.32743 -0.07004
N -0.92124 0.77195 0.27733
C -0.79097 0.74700 1.66724
O -1.14195 1.65592 2.38517
H 0.74194 -1.23455 -2.23439
H 1.79807 -1.39632 -0.75484
H 1.40736 0.22766 -1.38235
H -1.33709 1.61416 -0.10933
H -0.33247 -0.18895 2.02157
*
```

Calculated values
LUMO level = 0.26 eV
Orbital gap = 8.7 eV
M = 87.08 u

For reference, the Löwdin charges in units of e are: 0.033 -0.273 -0.066 0.061 -0.305 0.044 0.076 0.079 0.080 0.137 0.134

=====

No. 7
Computed, not measured: a cluster of 2 separate species, C3H5NO2 in total, with the ωB97M-V functional and the def2-TZVPD basis.

The geometry in ORCA input format:
```
! RIJCOSX wB97M-V def2-TZVPD def2/J DEFGRID3
* xyz 0 1
N 1.43339 0.57501 0.61087
C 1.30781 -0.00590 -0.58734
O 0.70819 -1.09536 -0.69954
C -1.29498 -0.94113 0.23685
C -1.17735 0.42439 0.33427
O -0.35441 0.92111 1.18372
H 1.74815 1.54203 0.50802
H 1.66722 0.51479 -1.49694
H -0.88268 -1.56573 1.01864
H -1.95493 -1.40023 -0.49509
H -1.58947 1.06967 -0.45058
*
```

Calculated values
LUMO level = -1.32 eV
Orbital gap = 8.0 eV
M = 87.08 u

For reference, the Löwdin charges in units of e are: 0.133 -0.401 -0.016 0.112 -0.328 -0.027 0.087 0.127 0.099 0.090 0.124

=====

No. 8
Computed, not measured: a structure of composition C3H5NO2, with the ωB97M-V functional and the def2-TZVPD basis.

The geometry in ORCA input format:
```
! RIJCOSX wB97M-V def2-TZVPD def2/J DEFGRID3
* xyz 0 1
O 0.58354 1.77516 -0.44092
C 0.13480 0.74291 0.36992
C -1.09953 -0.10671 -0.04525
N -0.27769 -1.30297 0.28516
C 0.87879 -0.56761 0.17739
O 1.99864 -0.81428 -0.20196
H 1.37244 1.42899 -0.88641
H 0.06258 1.04862 1.41958
H -2.02547 0.03372 0.51729
H -1.28107 0.00941 -1.11870
H -0.34703 -2.24724 -0.07610
*
```

Calculated values
LUMO level = 0.90 eV
Orbital gap = 11.1 eV
M = 87.08 u

For reference, the Löwdin charges in units of e are: 0.010 -0.287 -0.081 0.096 -0.466 0.098 0.101 0.157 0.110 0.123 0.140

=====

No. 9
Computed, not measured: a structure of composition C3H5NO2, with the ωB97M-V functional and the def2-TZVPD basis.

The geometry in ORCA input format:
```
! RIJCOSX wB97M-V def2-TZVPD def2/J DEFGRID3
* xyz 0 1
C -1.08337 -0.77905 0.18364
C -0.97356 0.33129 1.19288
C 0.22760 0.70647 0.27300
H 1.45936 -1.54538 -1.26126
H -1.02146 -1.70620 0.86356
H -1.98586 -0.75956 -0.58945
H -0.78569 0.17448 2.19639
H -1.81492 1.01102 1.06257
N 0.11905 -0.43303 -0.45747
O 0.68732 -1.06038 -1.62310
O 1.09908 1.59846 0.50227
*
```

Calculated values
LUMO level = 0.61 eV
Orbital gap = 10.4 eV
M = 87.08 u

For reference, the Löwdin charges in units of e are: -0.198 -0.042 -0.382 0.123 0.139 0.165 0.093 0.118 -0.087 0.053 0.017

=====

No. 10
Computed, not measured: a cluster of 2 separate species, C3H5NO2 in total, with the ωB97M-V functional and the def2-TZVPD basis.

The geometry in ORCA input format:
```
! RIJCOSX wB97M-V def2-TZVPD def2/J DEFGRID3
* xyz 0 1
C -1.74387 0.16481 -0.32138
C -1.32256 -1.04834 -0.64142
O -1.00279 -2.09394 -1.03616
H -1.51447 0.57501 0.65224
H -2.48712 0.61643 -0.96487
N 1.26175 0.84609 -0.03810
C 1.42945 -0.21288 0.78571
O 0.56009 -1.01452 1.08255
H 0.35643 0.97550 -0.47750
H 2.00932 1.49208 -0.22735
H 2.45378 -0.30023 1.18627
*
```

Calculated values
LUMO level = 0.89 eV
Orbital gap = 10.0 eV
M = 87.08 u

For reference, the Löwdin charges in units of e are: -0.029 -0.289 0.174 0.065 0.062 0.127 -0.389 -0.009 0.063 0.097 0.127

=====

No. 11
Computed, not measured: an isolated molecule of C3H5NO2, with the ωB97M-V functional and the def2-TZVPD basis.

The geometry in ORCA input format:
```
! RIJCOSX wB97M-V def2-TZVPD def2/J DEFGRID3
* xyz 0 1
C -0.60288 -0.47678 0.70666
C 0.62097 0.08453 0.41240
C 0.90459 0.91986 -1.19260
O -1.23122 -0.36124 1.87109
O -1.17979 -1.21421 -0.21951
N 1.16902 -0.35173 -0.87578
H -0.44161 -1.23801 -0.91712
H -2.04173 -0.89031 1.85309
H 1.21222 0.57676 1.17235
H 1.69959 1.62148 -1.49605
H -0.10916 1.32965 -1.31453
*
```

Calculated values
LUMO level (spin up / spin down) = 0.33 / 0.33 eV
Orbital gap (spin up / spin down) = 8.7 / 8.7 eV
M = 87.08 u

For reference, the Löwdin charges in units of e are: -0.431 -0.184 -0.094 0.142 0.115 -0.090 0.124 0.136 0.115 0.085 0.082

=====

No. 12
Computed, not measured: an isolated molecule of C3H5NO2, with the ωB97M-V functional and the def2-TZVPD basis.

The geometry in ORCA input format:
```
! RIJCOSX wB97M-V def2-TZVPD def2/J DEFGRID3
* xyz 0 1
N 1.15518 -1.19470 -1.32521
C 0.99806 -0.04541 -0.66312
O 0.04820 0.72978 -1.10229
C 0.04781 0.74812 0.59293
C -1.32399 0.50880 1.05505
O -0.19861 -0.23073 1.56127
H 1.87680 -1.84552 -1.06119
H 0.56942 -1.40744 -2.12851
H 0.62705 1.61723 0.87039
H -1.79379 1.18039 1.77375
H -2.00612 -0.06053 0.42692
*
```

Calculated values
LUMO level = 1.03 eV
Orbital gap = 9.2 eV
M = 87.08 u

For reference, the Löwdin charges in units of e are: 0.132 -0.310 0.002 -0.295 -0.084 -0.017 0.097 0.108 0.143 0.112 0.113

=====

No. 13
Computed, not measured: an isolated molecule of C3H5NO2, with the ωB97M-V functional and the def2-TZVPD basis.

The geometry in ORCA input format:
```
! RIJCOSX wB97M-V def2-TZVPD def2/J DEFGRID3
* xyz 0 1
O 2.25526 -0.78862 -0.02086
N 1.50562 0.12348 0.72299
C 0.34927 0.20870 0.22214
C -0.81027 1.06657 0.54948
O -1.68717 0.06302 -0.00441
C -0.59656 -0.72786 -0.50945
H 1.91371 -0.61043 -0.91056
H -0.87241 2.00421 -0.02171
H -0.93116 1.25575 1.61488
H -0.56519 -1.73534 -0.07205
H -0.62014 -0.80531 -1.60435
*
```

Calculated values
LUMO level = 0.67 eV
Orbital gap = 10.5 eV
M = 87.08 u

For reference, the Löwdin charges in units of e are: -0.051 0.055 -0.284 -0.111 -0.100 -0.105 0.084 0.131 0.127 0.132 0.123

=====

No. 14
Computed, not measured: a structure of composition C3H5NO2, with the ωB97M-V functional and the def2-TZVPD basis.

The geometry in ORCA input format:
```
! RIJCOSX wB97M-V def2-TZVPD def2/J DEFGRID3
* xyz 0 1
C -0.74495 0.13946 -0.33246
C 0.50989 0.40941 -0.90764
C 1.01210 -0.54942 1.76537
O -1.42552 -0.08038 -1.91418
N 0.86557 0.44631 1.02252
O 1.30653 0.77072 -1.65168
H -1.53655 0.79179 -2.32427
H -0.93904 -0.87679 -0.00065
H -1.26459 0.98058 0.10826
H 0.63057 -1.56237 1.53947
H 1.58600 -0.46929 2.69526
*
```

Calculated values
LUMO level = 0.14 eV
Orbital gap = 8.3 eV
M = 87.08 u

For reference, the Löwdin charges in units of e are: -0.069 -0.224 -0.168 -0.185 -0.028 0.262 0.035 0.124 0.138 0.058 0.057

=====

No. 15
Computed, not measured: an isolated molecule of C3H5NO2, with the ωB97M-V functional and the def2-TZVPD basis.

The geometry in ORCA input format:
```
! RIJCOSX wB97M-V def2-TZVPD def2/J DEFGRID3
* xyz 0 1
N 1.00952 -1.30369 -0.01049
C -0.04731 -0.92511 -0.67152
C -1.00949 0.18460 -0.61542
C -0.44179 1.33338 0.12881
O -0.79585 2.51441 0.29562
O 0.33257 0.94949 1.13584
H 1.24601 -0.71603 0.78357
H 1.57907 -2.26810 -0.28871
H -0.53501 -1.76375 -1.31493
H -1.83078 0.16466 -1.11890
H 0.49306 1.83013 1.67614
*
```

Calculated values
LUMO level = 0.54 eV
Orbital gap = 9.0 eV
M = 87.08 u

For reference, the Löwdin charges in units of e are: 0.057 -0.200 0.024 -0.548 0.017 0.009 0.085 0.207 0.138 0.017 0.194

=====

No. 16
Computed, not measured: an isolated molecule of C3H5NO2, with the ωB97M-V functional and the def2-TZVPD basis.

The geometry in ORCA input format:
```
! RIJCOSX wB97M-V def2-TZVPD def2/J DEFGRID3
* xyz 0 1
N 0.76699 -0.44209 -3.00560
C 0.43661 -0.49830 -1.89387
C 0.04162 -0.64259 -0.44009
O -1.32761 -0.59258 -0.20346
C 0.48614 0.55680 0.46582
O -0.45774 0.58547 1.64391
H 0.50605 -1.60871 -0.15372
H -1.30898 -0.21998 0.79392
H 0.39196 1.45896 -0.14617
H 1.43575 0.44981 0.96999
H -0.99396 1.39531 1.74008
*
```

Calculated values
LUMO level = 0.32 eV
Orbital gap = 11.0 eV
M = 87.08 u

For reference, the Löwdin charges in units of e are: 0.146 -0.134 -0.375 -0.076 -0.086 -0.076 0.149 0.079 0.130 0.119 0.124

=====

No. 17
Computed, not measured: a cluster of 2 separate species, C3H5NO2 in total, with the ωB97M-V functional and the def2-TZVPD basis.

The geometry in ORCA input format:
```
! RIJCOSX wB97M-V def2-TZVPD def2/J DEFGRID3
* xyz 0 1
H 0.60743 -1.49637 1.44882
N 0.42064 -0.63736 0.93448
C -0.79674 -0.51099 0.60056
C -1.24616 0.61197 -0.29164
H -1.55760 -1.24289 0.89700
H -1.02919 0.29934 -1.31962
H -0.67677 1.52834 -0.11232
H -2.31924 0.80238 -0.21529
O 3.00873 -0.40631 -0.08577
C 2.16203 0.20086 -0.60950
O 1.42687 0.85103 -1.24672
*
```

Calculated values
LUMO level = 0.86 eV
Orbital gap = 11.2 eV
M = 87.08 u

For reference, the Löwdin charges in units of e are: 0.070 0.079 -0.257 -0.094 0.107 0.077 0.075 0.070 0.170 -0.451 0.154

=====

No. 18
Computed, not measured: an isolated molecule of C3H5NO2, with the ωB97M-V functional and the def2-TZVPD basis.

The geometry in ORCA input format:
```
! RIJCOSX wB97M-V def2-TZVPD def2/J DEFGRID3
* xyz 0 1
N 1.23286 -0.53975 1.66688
C 0.09986 -0.06626 0.96420
O -1.12386 -0.43442 1.24481
C 0.35507 0.88339 -0.29125
C 0.02968 0.01750 -1.50246
O -0.96724 0.19706 -2.32075
H 1.02128 -1.15044 2.52737
H 2.18818 -0.31759 1.39490
H 1.49982 1.10647 -0.27388
H -0.30648 1.87110 -0.15160
H 0.78837 -0.84024 -1.58042
*
```

Calculated values
LUMO level = 0.26 eV
Orbital gap = 10.5 eV
M = 87.08 u

For reference, the Löwdin charges in units of e are: 0.116 -0.441 -0.031 -0.099 -0.204 -0.013 0.149 0.090 0.127 0.168 0.138

=====

No. 19
Computed, not measured: an isolated molecule of C3H5NO2, with the ωB97M-V functional and the def2-TZVPD basis.

The geometry in ORCA input format:
```
! RIJCOSX wB97M-V def2-TZVPD def2/J DEFGRID3
* xyz 0 1
C -1.26775 -0.27074 0.23217
C -0.26255 0.98545 -0.05304
O -0.60420 2.12810 0.06546
N 1.16543 0.70136 -0.55757
C 1.50652 -0.48329 0.13695
O 0.95690 -1.53084 -0.08449
H -1.67333 -0.57699 -0.74288
H -2.04793 0.18337 0.83174
H -1.01809 -1.23420 0.72647
H 1.05606 0.43597 -1.54155
H 2.18892 -0.33820 0.98673
*
```

Calculated values
LUMO level = 0.29 eV
Orbital gap = 10.8 eV
M = 87.08 u

For reference, the Löwdin charges in units of e are: -0.004 -0.364 0.109 0.066 -0.335 0.040 0.084 0.065 0.076 0.127 0.136

=====

No. 20
Computed, not measured: an isolated molecule of C3H5NO2, with the ωB97M-V functional and the def2-TZVPD basis.

The geometry in ORCA input format:
```
! RIJCOSX wB97M-V def2-TZVPD def2/J DEFGRID3
* xyz 0 1
C 0.53622 0.79456 1.06055
N 1.19158 -0.46604 0.78268
C 0.77379 -1.06727 -0.22379
O 0.04168 -0.42212 -1.17106
C -1.24266 -0.09050 -1.14686
O -2.02963 -0.90461 -0.73932
H 1.03482 1.17329 1.93923
H -0.49252 0.56415 1.48096
H 0.52548 1.65074 0.35916
H 1.05672 -2.04615 -0.57893
H -1.39549 0.81395 -1.76263
*
```

Calculated values
LUMO level = 0.86 eV
Orbital gap = 11.4 eV
M = 87.08 u

For reference, the Löwdin charges in units of e are: -0.132 0.042 -0.220 -0.002 -0.342 0.095 0.061 0.111 0.095 0.135 0.157